Entry 1:
{"formula": "C3H7N4", "method": "the ωB97M-V functional and the def2-TZVPD basis", "homo_lumo_gap_ev": 10.54, "e_homo_ev": -13.8, "largest_force_ev_per_a": 6.1, "charge": 1, "de_lowest_kj_mol": 358.4, "lumo_ha": -0.121, "symbols": ["H", "C", "H", "H", "N", "N", "C", "H", "H", "N", "H", "H", "C", "N"], "xyz": [[-1.671, -0.857, 1.185], [-1.506, -0.536, 0.130], [2.235, -2.073, -0.023], [-1.608, 1.509, 0.531], [1.079, 0.916, 0.124], [2.876, -0.041, -0.078], [0.721, -0.411, 0.079], [3.931, -0.096, 0.057], [-1.840, 1.057, -1.069], [-1.774, 0.743, -0.135], [-1.724, -1.192, -0.769], [0.686, 1.715, 0.492], [2.001, -0.980, -0.128], [2.362, 1.102, 0.021]]}

Entry 2:
{"formula": "C28H29", "method": "the ωB97M-V functional and the def2-TZVPD basis", "homo_lumo_gap_ev": 5.34, "e_homo_ev": -11.3, "largest_force_ev_per_a": 1.5, "charge": 1, "lumo_ha": -0.220, "symbols": ["H", "H", "H", "C", "H", "H", "C", "C", "H", "C", "H", "C", "C", "C", "C", "H", "C", "C", "C", "H", "H", "C", "H", "H", "C", "H", "H", "H", "H", "H", "H", "H", "H", "C", "H", "C", "H", "C", "C", "C", "H", "C", "C", "H", "C", "C", "C", "H", "C", "H", "C", "H", "H", "C", "C", "H", "C"], "xyz": [[-4.910, -1.756, 0.398], [3.184, -4.090, 0.211], [-2.361, -1.248, 1.140], [-2.050, -1.584, 0.143], [0.773, 2.754, 4.660], [2.738, -2.090, -1.138], [0.957, 2.305, 3.698], [-3.070, -2.587, -0.423], [0.947, 3.150, 0.412], [1.104, 2.567, 1.304], [2.234, -1.980, 3.795], [-4.871, 0.476, -1.015], [-4.697, -0.936, -1.607], [-1.012, -0.465, -1.773], [2.073, 0.491, 0.079], [-2.261, 1.653, -1.129], [4.555, 2.202, -2.921], [2.808, 1.100, -1.024], [2.320, -2.011, 2.724], [-0.543, -1.392, -2.038], [0.482, 4.099, 2.635], [4.217, 2.923, -1.790], [-2.714, -2.936, -1.400], [-1.079, -2.079, 0.298], [2.048, -0.880, 1.965], [4.289, 0.385, -4.002], [-4.177, 1.889, 0.459], [-1.799, 1.326, 0.518], [-5.154, -2.929, -0.855], [-5.892, 0.559, -0.616], [-3.852, -0.952, -2.305], [5.242, 2.619, -3.642], [-0.793, 0.399, -2.369], [4.015, 0.944, -3.121], [-5.571, -1.152, -2.242], [1.618, 0.443, 2.366], [4.653, 3.897, -1.631], [2.882, -3.177, 0.694], [1.345, 0.983, 3.616], [2.251, -0.867, 0.562], [2.711, -0.565, -2.378], [-4.516, -2.076, -0.573], [1.562, 1.246, 1.203], [-4.010, 0.234, 0.953], [-1.814, -0.384, -0.722], [2.650, -2.053, -0.069], [3.148, 0.401, -2.197], [3.170, 2.911, 0.062], [2.744, -3.153, 2.079], [2.973, -4.037, 2.648], [-3.887, 0.895, 0.087], [1.480, 0.393, 4.504], [-3.072, -3.483, 0.215], [3.361, 2.384, -0.857], [0.813, 3.078, 2.550], [-4.835, 1.218, -1.824], [-2.403, 0.935, -0.314]]}

Entry 3:
{"formula": "C3H9NO2V", "method": "the ωB97M-V functional and the def2-TZVPD basis", "homo_lumo_gap_ev": [7.19, 7.98], "e_homo_ev": [-7.2, -8.3], "largest_force_ev_per_a": 2.8, "multiplicity": 4, "de_lowest_kj_mol": 62.4, "lumo_ha": [-0.002, -0.011], "symbols": ["H", "H", "C", "O", "H", "H", "V", "H", "C", "H", "C", "H", "N", "H", "O", "H"], "xyz": [[0.141, 0.065, 2.782], [0.009, -0.546, -2.906], [-0.840, -0.291, -2.216], [1.429, -1.199, 0.286], [1.582, 2.083, -1.043], [-0.077, 1.524, 1.224], [0.689, 0.355, -0.907], [-1.645, -1.038, -2.152], [0.805, -1.431, 1.389], [-1.143, -0.872, 2.023], [-0.186, -0.388, 1.845], [1.194, 1.997, -1.661], [-0.335, 0.636, 0.809], [-1.325, 0.749, 0.620], [0.913, -2.415, 2.125], [-1.211, 0.772, -2.218]]}

Here are the calculated total energy numbers, same order: -337.16773 -1084.08561 -1268.83544 (Ha).
Here are the calculated M numbers, same order: 99.12 365.54 142.05 (g/mol).